# C5H6O2

One molecule with the formula C5H6O2 (the ωB97M-V functional and the def2-TZVPD basis, OMol25).

Each line ends with the Löwdin charge.
Atoms and positions in Å:
O -3.07212 0.98376 -0.55072  0.0634
C -2.30806 0.05605 -0.49262  -0.2631
C -1.66162 -0.42797 0.79960  -0.1569
C -0.21088 -0.39399 0.60950  -0.0330
C 0.95545 -0.30581 0.31556  0.0141
C 2.34018 -0.04027 -0.10206  -0.2753
O 2.39469 0.88829 -1.16525  -0.0584
H -1.99782 -0.50420 -1.39828  0.1302
H -1.98765 0.22107 1.61764  0.1223
H -2.00081 -1.45171 1.00801  0.1253
H 2.92354 0.30446 0.76418  0.1193
H 2.80979 -0.95588 -0.47176  0.1211
H 1.81530 1.62623 -0.93377  0.0911

The value obtained for the max |F| is 0.560 eV/A. As for the total energy: -344.513647 Eh. As for the HOMO energy: -9.930 eV. The SMILES is O=CCC#CCO. As for the relative energy (zero: lowest compared OMol25 entry of this formula, charge and spin): 231.7 kJ/mol.



# C5H6O2

C5H6O2 as an isolated structure at a distorted geometry (the ωB97M-V functional and the def2-TZVPD basis, OMol25).

Each line ends with the Löwdin charge.
Atoms and positions in Å:
C -1.22341 0.07008 0.39065  -0.0941
C -0.45622 0.86029 -0.62357  -0.1010
C -0.47644 -1.10330 -0.18591  -0.2142
C 0.96301 -0.64081 0.43236  -0.1907
C 1.04811 0.73686 0.02193  -0.1523
H -2.20047 0.21017 0.06012  0.0969
H -1.21186 0.41615 1.41019  0.1245
H -0.41102 1.85978 -1.15990  0.1657
H -0.79683 -2.08092 -0.12380  0.1252
H 1.42779 -1.11054 1.35607  0.1585
H 1.74624 1.56033 0.51295  0.1800
O -0.32869 -0.47256 -1.42580  -0.0512
O 1.91979 -0.30551 -0.66530  -0.0473

The value obtained for the max |F| is 5.725 eV/A. As for the total energy: -344.421224 Eh. As for the HOMO energy: -9.491 eV. As for the relative energy (zero: lowest compared OMol25 entry of this formula, charge and spin): 474.4 kJ/mol.



# C5H6O2

One molecule with the formula C5H6O2 at a distorted geometry (the ωB97M-V functional and the def2-TZVPD basis, OMol25).

Each line ends with the Löwdin charge.
Atoms and positions in Å:
C 0.53265 0.60610 -1.61016  -0.0477
C 0.36514 -0.47951 -0.55204  -0.1627
C -0.94864 -0.58855 0.09163  -0.0686
C -0.97612 -0.27174 1.38003  0.0161
C 0.34708 0.15006 1.90347  -0.5028
O 0.51764 0.54571 3.04191  0.0925
O 1.25114 0.02754 0.88417  0.0147
H 1.56123 0.92805 -1.46631  0.0830
H 0.43547 0.29107 -2.66821  0.0925
H -0.15518 1.43948 -1.43847  0.0883
H 0.63982 -1.46234 -1.01590  0.1547
H -1.74035 -0.91231 -0.57232  0.1243
H -1.83521 -0.26459 2.02939  0.1159

The value obtained for the max |F| is 2.256 eV/A. As for the total energy: -344.553674 Eh. As for the HOMO energy: -10.182 eV. The SMILES is C[C@@H]1C=CC(=O)O1. As for the relative energy (zero: lowest compared OMol25 entry of this formula, charge and spin): 126.6 kJ/mol.



# C5H6O2

One molecule with the formula C5H6O2 at a distorted geometry (the ωB97M-V functional and the def2-TZVPD basis, OMol25).

Each line ends with the Löwdin charge.
Atoms and positions in Å:
C -1.84803 -0.94334 -0.23963  -0.0800
O -0.60195 -0.58860 0.32805  -0.1518
C -0.42643 0.75153 0.51198  -0.1886
C 0.77949 1.29417 0.34110  -0.1019
C 1.95730 0.55303 -0.10555  -0.0905
C 2.00877 -0.75818 -0.28828  -0.1732
O 2.14937 -1.90249 -0.46517  0.1776
H -1.92888 -2.03003 -0.18270  0.0925
H -2.67761 -0.48804 0.31898  0.0884
H -1.90711 -0.62490 -1.28797  0.0957
H -1.30021 1.31278 0.84258  0.1190
H 0.91430 2.34836 0.55700  0.1026
H 2.88099 1.07571 -0.33039  0.1103

The value obtained for the max |F| is 1.032 eV/A. As for the total energy: -344.533619 Eh. As for the HOMO energy: -7.864 eV. The SMILES is CO/C=C\C=C=O. As for the relative energy (zero: lowest compared OMol25 entry of this formula, charge and spin): 179.3 kJ/mol.



# C5H6O2

One molecule with the formula C5H6O2 at a distorted geometry (the ωB97M-V functional and the def2-TZVPD basis, OMol25).

Each line ends with the Löwdin charge.
Atoms and positions in Å:
C -1.04136 1.71705 -1.88894  0.1048
C -0.34145 0.61902 -1.79783  -0.0035
C -0.05266 -0.65964 -1.02539  -0.4332
O -0.92921 -0.72262 0.07654  -0.0987
C -0.31805 -0.62464 1.36060  -0.1256
C 1.19609 -0.07174 0.82514  -0.1032
O 1.18397 -0.64936 -0.47786  -0.0748
H -1.42562 2.84420 -1.84315  0.0811
H -0.16145 -1.36694 -1.75971  0.1217
H -1.02686 0.06736 1.97760  0.1268
H -0.29839 -1.52316 2.12596  0.1282
H 1.91173 -0.73473 1.39993  0.1210
H 1.30327 1.10520 1.02710  0.1555

The value obtained for the max |F| is 8.344 eV/A. As for the total energy: -344.405225 Eh. As for the HOMO energy: -9.743 eV. The SMILES is C#CC1OCCO1. As for the relative energy (zero: lowest compared OMol25 entry of this formula, charge and spin): 516.4 kJ/mol.



# C5H6O2

One molecule with the formula C5H6O2 (the ωB97M-V functional and the def2-TZVPD basis, OMol25).

Each line ends with the Löwdin charge.
Atoms and positions in Å:
C -1.04497 2.43550 0.03911  0.1394
C -0.52710 1.36513 0.17221  -0.0796
C -0.05215 -0.00621 0.27314  -0.3726
C -1.18565 -1.00947 0.10195  -0.0260
O 0.87215 -0.15094 -0.84511  -0.0023
C 2.08269 -0.59820 -0.47281  -0.3284
O 2.33367 -0.98905 0.63324  0.0663
H -1.36079 3.44332 -0.04573  0.0276
H 0.40528 -0.16237 1.26526  0.1484
H -1.68698 -0.81315 -0.84613  0.0896
H -1.92192 -0.94492 0.91393  0.0948
H -0.75335 -2.01133 0.10366  0.0874
H 2.83913 -0.55831 -1.29272  0.1555

The value obtained for the max |F| is 0.821 eV/A. As for the total energy: -344.528528 Eh. As for the HOMO energy: -10.301 eV. The SMILES is C#C[C@@H](C)OC=O. As for the relative energy (zero: lowest compared OMol25 entry of this formula, charge and spin): 192.7 kJ/mol.



# C5H6O2

One molecule with the formula C5H6O2 (the ωB97M-V functional and the def2-TZVPD basis, OMol25).

Each line ends with the Löwdin charge.
Atoms and positions in Å:
O 2.16396 -1.09638 -0.07057  0.0623
C 1.52632 -0.17019 -0.51777  -0.2086
C 0.15558 0.18590 -0.07180  -0.3466
C -0.39225 1.49761 -0.51151  -0.2077
O -1.30304 2.06989 0.03879  0.0656
C -0.38002 -0.40951 1.21042  -0.0559
C -0.82639 -0.99740 -0.06613  -0.0381
H 1.93434 0.45855 -1.33799  0.1309
H 0.08131 1.93055 -1.41886  0.1310
H -1.07973 0.22709 1.74341  0.1147
H 0.33615 -0.96517 1.80731  0.1175
H -1.82736 -0.78833 -0.43050  0.1182
H -0.38890 -1.94261 -0.37480  0.1169

The value obtained for the max |F| is 0.531 eV/A. As for the total energy: -344.554323 Eh. As for the HOMO energy: -10.055 eV. The SMILES is O=CC1(C=O)CC1. As for the relative energy (zero: lowest compared OMol25 entry of this formula, charge and spin): 124.9 kJ/mol.



# C5H6O2

C5H6O2 as an isolated structure (the ωB97M-V functional and the def2-TZVPD basis, OMol25).

Each line ends with the Löwdin charge.
Atoms and positions in Å:
O 0.67806 -0.07274 2.65819  -0.0790
C 0.63801 -0.39826 -0.03947  0.0548
C -0.92627 -0.48266 -0.07849  -0.2703
O -1.17204 0.89236 0.16560  -0.0152
C 0.17629 1.07585 -0.24250  -0.2548
C 0.36860 0.46693 -1.56751  -0.0221
C -0.42025 -0.66110 -1.44249  -0.0282
H -0.27245 -0.19424 2.52829  0.0270
H 1.06899 -0.48784 1.86680  -0.0119
H -1.55818 -1.21021 0.42023  0.1577
H 0.69666 1.96661 0.08791  0.1598
H 1.13580 0.66013 -2.30504  0.1409
H -0.41322 -1.55484 -2.05150  0.1412

The value obtained for the max |F| is 0.554 eV/A. As for the total energy: -344.406519 Eh. As for the HOMO energy: -9.000 eV. As for the relative energy (zero: lowest compared OMol25 entry of this formula, charge and spin): 513.0 kJ/mol.



# C5H6O2

A 2-piece molecular cluster, C5H6O2 overall at a distorted geometry (the ωB97M-V functional and the def2-TZVPD basis, OMol25).

Each line ends with the Löwdin charge.
Atoms and positions in Å:
C 1.57559 -0.58090 1.26191  -0.0137
C 1.05055 0.25351 0.13265  -0.4056
O 1.28858 1.43896 -0.01818  0.0871
C 0.36919 -0.53701 -1.08333  -0.2181
O 0.31419 -1.74985 -1.06605  0.0592
H 2.19902 0.03604 1.91395  0.0898
H 2.17218 -1.41095 0.87721  0.0921
H 0.73612 -0.95941 1.85094  0.0914
H 0.29182 0.10754 -1.96872  0.1266
C -2.14597 0.40233 -0.29897  -0.0112
C -2.89057 1.24043 -0.73369  0.0293
H -1.41788 -0.21010 0.29012  0.0504
H -3.54282 1.96942 -1.15784  0.0225

The value obtained for the max |F| is 2.328 eV/A. As for the total energy: -344.477701 Eh. As for the HOMO energy: -9.781 eV. The SMILES is CC(=O)C=O.C#C. As for the relative energy (zero: lowest compared OMol25 entry of this formula, charge and spin): 326.1 kJ/mol.



# C5H6O2

One molecule with the formula C5H6O2 at a distorted geometry (the ωB97M-V functional and the def2-TZVPD basis, OMol25).

Each line ends with the Löwdin charge.
Atoms and positions in Å:
C 1.51648 -1.94004 -0.63911  -0.0306
C 0.79513 -1.11694 0.26537  -0.1568
C 0.59953 -0.48678 1.41698  0.0023
C -0.54321 -0.37469 0.54422  -0.1465
C -0.60683 0.95587 -0.22251  -0.4929
O 0.21914 1.65525 -0.59441  0.1765
O -1.96969 1.26993 -0.41596  0.0938
H 1.58131 -1.69434 -1.61796  0.0572
H 1.45722 -2.90706 -0.64777  0.0212
H 2.58303 -2.06143 -0.24661  0.1304
H 1.13845 -0.13448 2.52403  0.1878
H -1.48896 -0.88135 0.70792  0.1244
H -1.83335 2.05275 -0.82650  0.0331

The value obtained for the max |F| is 7.570 eV/A. As for the total energy: -344.464947 Eh. As for the HOMO energy: -9.438 eV. The SMILES is CC1=C[C@H]1C(=O)O. As for the relative energy (zero: lowest compared OMol25 entry of this formula, charge and spin): 359.6 kJ/mol.



# C5H6O2

One molecule with the formula C5H6O2 (the ωB97M-V functional and the def2-TZVPD basis, OMol25).

Each line ends with the Löwdin charge.
Atoms and positions in Å:
C -1.05673 2.62066 0.17148  0.1343
C -0.62720 1.49686 0.17849  -0.0707
C -0.04293 0.15518 0.26599  -0.3604
C -1.03723 -1.00405 0.10678  -0.0217
O 0.98055 0.09022 -0.75599  -0.0079
C 1.93027 -0.82892 -0.56172  -0.3391
O 1.99438 -1.59289 0.36649  0.0767
H -1.41182 3.62796 0.19918  0.0317
H 0.45244 0.08387 1.23781  0.1479
H -1.04948 -1.33280 -0.93764  0.0937
H -2.04746 -0.69448 0.38849  0.0846
H -0.73451 -1.84816 0.73301  0.0819
H 2.64970 -0.77344 -1.39238  0.1491

The value obtained for the max |F| is 0.554 eV/A. As for the total energy: -344.531072 Eh. As for the HOMO energy: -10.375 eV. The SMILES is C#C[C@@H](C)OC=O. As for the relative energy (zero: lowest compared OMol25 entry of this formula, charge and spin): 186.0 kJ/mol.



# C5H6O2

One molecule with the formula C5H6O2 (the ωB97M-V functional and the def2-TZVPD basis, OMol25).

Each line ends with the Löwdin charge.
Atoms and positions in Å:
C -1.39918 1.10916 0.13100  -0.0502
C -0.52867 -0.11890 0.30966  -0.4140
O -1.17696 -1.18642 -0.32008  -0.0039
C 0.87301 0.20160 -0.22307  -0.3090
O 1.61223 -1.96868 -0.11947  0.0577
C 1.42029 1.31800 -0.59245  0.2998
C 1.96598 -0.81244 -0.21813  -0.2332
H -2.37631 0.92004 0.57595  0.0866
H -1.52979 1.31157 -0.93694  0.0958
H -0.94223 1.98191 0.60928  0.0880
H -0.37523 -0.32701 1.38227  0.1583
H -0.57752 -1.94513 -0.28805  0.0877
H 3.03439 -0.48372 -0.30995  0.1365

The value obtained for the max |F| is 0.868 eV/A. As for the total energy: -344.444938 Eh. As for the HOMO energy: -10.576 eV. As for the relative energy (zero: lowest compared OMol25 entry of this formula, charge and spin): 412.1 kJ/mol.



Repeat the ninth record exactly.
# C5H6O2

A 2-piece molecular cluster, C5H6O2 overall at a distorted geometry (the ωB97M-V functional and the def2-TZVPD basis, OMol25).

Each line ends with the Löwdin charge.
Atoms and positions in Å:
C 1.57559 -0.58090 1.26191  -0.0137
C 1.05055 0.25351 0.13265  -0.4056
O 1.28858 1.43896 -0.01818  0.0871
C 0.36919 -0.53701 -1.08333  -0.2181
O 0.31419 -1.74985 -1.06605  0.0592
H 2.19902 0.03604 1.91395  0.0898
H 2.17218 -1.41095 0.87721  0.0921
H 0.73612 -0.95941 1.85094  0.0914
H 0.29182 0.10754 -1.96872  0.1266
C -2.14597 0.40233 -0.29897  -0.0112
C -2.89057 1.24043 -0.73369  0.0293
H -1.41788 -0.21010 0.29012  0.0504
H -3.54282 1.96942 -1.15784  0.0225

The value obtained for the max |F| is 2.328 eV/A. As for the total energy: -344.477701 Eh. As for the HOMO energy: -9.781 eV. The SMILES is CC(=O)C=O.C#C. As for the relative energy (zero: lowest compared OMol25 entry of this formula, charge and spin): 326.1 kJ/mol.